Entry 1:
Formula: C4H11N2O
Source: the OMol25 dataset
Level of theory: ωB97M-V/def2-TZVPD

As for the electronic energy: -343.50330 hartree. The value obtained for the LUMO energy is -3.7 eV. For the HOMO-LUMO gap, the calculation gives 0.3043 Eh. As for the charge: +1. As for the max |F|: 1.25 eV/A. The calculation puts the energy relative to the best compared isomer or geometry (same formula, charge and spin) at 38.19 kcal per mole.

Last column: Mulliken charge in e.
Atoms and positions in Å:
H (-1.144102, 4.172449, -0.751365)  0.24
O (0.712508, 0.161708, 0.350346)  -0.44
H (-1.097406, 0.644889, -1.073006)  0.24
H (0.093684, -4.226587, 0.178729)  0.31
H (1.187980, -3.637251, 1.478370)  0.32
H (0.544547, 4.244970, -1.016330)  0.28
H (-0.867483, -1.923437, -0.039338)  0.21
H (0.794818, 2.020051, -1.224964)  0.35
H (1.317881, 0.719238, 0.840795)  0.30
H (-0.598827, -3.742912, 1.691527)  0.29
N (-0.258067, 3.685513, -0.768909)  -0.33
H (-2.200973, 1.977415, -1.088880)  0.24
N (-1.255560, 1.640210, -1.176783)  -0.30
C (0.218180, -3.522459, 1.002856)  -1.15
C (0.058374, -2.120543, 0.495837)  -0.07
C (0.922061, -1.153122, 0.758879)  -0.06
H (1.775620, -1.336560, 1.400422)  0.25
C (-0.203235, 2.396427, -1.058187)  0.31

Atoms 1-2, force components in eV/Å:
0.01 0.03 0.18
0.09 -0.14 -0.14

Entry 2:
Formula: C4H11N2O
Source: the OMol25 dataset
Level of theory: ωB97M-V/def2-TZVPD

As for the electronic energy: -343.31182 hartree. The value obtained for the LUMO energy (alpha / beta) is -6.1 / -6.1 eV. For the HOMO-LUMO gap (alpha / beta), the calculation gives 0.2745 / 0.2747 Eh. As for the charge: +1. As for the max |F|: 5.07 eV/A. The calculation puts the energy relative to the best compared isomer or geometry (same formula, charge and spin) at 158.34 kcal per mole.

Last column: Mulliken charge in e.
Atoms and positions in Å:
N (0.378569, 0.951996, -0.288017)  -0.10
H (-1.000810, 0.980849, -1.798398)  0.30
H (2.401317, -1.087749, 0.475320)  0.29
N (1.336589, -1.044935, 0.658519)  -0.31
O (-1.453499, -1.402561, -0.037914)  -0.46
H (-0.925286, 2.444903, -0.784412)  0.34
H (-0.991625, -2.590716, 1.488121)  0.20
H (1.550031, 2.330968, -1.308570)  0.47
H (1.084051, -1.855168, 1.227502)  0.21
H (1.048758, 2.901463, 0.144193)  0.36
H (-2.709580, -2.550233, 0.790260)  0.27
H (-1.679127, 0.850203, -0.108353)  0.34
C (0.555147, -0.149663, 0.244033)  0.74
H (2.335969, 1.749044, -0.066629)  0.43
H (-2.155546, -1.286194, 1.870760)  0.29
C (1.401310, 2.047610, -0.341266)  -1.09
C (-0.976941, 1.327605, -0.810329)  -0.77
C (-1.860855, -1.967467, 1.120241)  -0.52

Atoms 1-2, force components in eV/Å:
0.50 2.26 -0.40
-0.59 -0.52 -1.35

Entry 3:
Formula: C4H11N2O
Source: the OMol25 dataset
Level of theory: ωB97M-V/def2-TZVPD

As for the electronic energy: -343.44937 hartree. The value obtained for the LUMO energy is -4.2 eV. For the HOMO-LUMO gap, the calculation gives 0.3768 Eh. As for the charge: +1. As for the SMILES: CO[C@@H](N)C(C)=[NH2+]. As for the max |F|: 4.41 eV/A. The calculation puts the energy relative to the best compared isomer or geometry (same formula, charge and spin) at 72.03 kcal per mole.

Last column: Mulliken charge in e.
Atoms and positions in Å:
H (-1.047203, 2.057484, -1.173900)  0.30
C (-0.529046, 2.148569, -0.112115)  -1.20
H (1.100290, -2.064742, -0.447819)  0.22
N (1.349565, -1.252006, 0.046261)  -0.69
H (-2.088322, -1.803505, 0.833136)  0.36
C (0.539152, 1.058179, -0.164103)  0.03
H (-0.205848, 3.168174, 0.143862)  0.45
H (2.404213, 0.442487, -0.185316)  0.33
H (1.785148, -1.433241, 1.004012)  0.29
C (-1.718280, -1.894831, -0.139951)  -0.77
H (2.031361, 2.175228, -0.421267)  0.22
N (1.780497, 1.275040, -0.359250)  -0.15
H (-1.276626, 2.067633, 0.701378)  0.32
H (0.136981, -0.194485, 1.542341)  0.28
H (-2.437083, -1.854275, -0.899633)  0.26
H (-1.077170, -2.719254, -0.118982)  0.34
O (-0.931007, -0.757494, -0.494562)  -0.36
C (0.183378, -0.418960, 0.245907)  0.77

Atoms 1-2, force components in eV/Å:
0.77 0.52 2.25
-0.58 -0.40 -1.51

Entry 4:
Formula: C4H11N2O
Source: the OMol25 dataset
Level of theory: ωB97M-V/def2-TZVPD

As for the electronic energy: -343.33466 hartree. The value obtained for the LUMO energy (alpha / beta) is -4.5 / -4.5 eV. For the HOMO-LUMO gap (alpha / beta), the calculation gives 0.3170 / 0.3169 Eh. As for the charge: +1. As for the max |F|: 4.03 eV/A. The calculation puts the energy relative to the best compared isomer or geometry (same formula, charge and spin) at 144.01 kcal per mole.

Last column: Mulliken charge in e.
Atoms and positions in Å:
H (-0.423378, 2.120175, 0.532370)  0.35
H (-1.048856, 0.996397, 1.568411)  0.41
C (-1.512685, -0.378016, -0.488175)  -0.73
H (0.404887, 1.424279, -1.706182)  0.33
H (2.436720, -2.334420, 1.990964)  0.39
N (-0.162518, -0.014080, -0.030232)  0.50
C (0.682025, 0.440827, -1.223528)  -0.88
H (0.721525, -1.733171, -0.237499)  0.26
H (0.406534, -0.296424, -2.051524)  0.37
H (0.704803, 1.232948, 1.568688)  0.26
H (1.670222, 0.225100, -0.975442)  0.39
H (-2.104188, -1.005339, 0.212892)  0.31
N (0.379810, -1.189436, 0.570583)  -1.03
O (2.669288, -0.231111, 2.161794)  -0.16
H (-1.370574, -0.901901, -1.419529)  0.34
C (-0.230177, 1.080878, 0.947675)  -0.87
H (-2.020834, 0.597152, -0.853527)  0.37
C (2.322592, -1.285413, 1.888556)  0.38

Atoms 1-2, force components in eV/Å:
0.39 -1.50 -0.48
-1.60 -0.98 1.58

Entry 5:
Formula: C4H11N2O2
Source: the OMol25 dataset
Level of theory: ωB97M-V/def2-TZVPD

As for the electronic energy: -419.02918 hartree. The value obtained for the LUMO energy is 3.9 eV. For the HOMO-LUMO gap, the calculation gives 0.2983 Eh. As for the charge: -1. As for the max |F|: 0.79 eV/A. The calculation puts the energy relative to the best compared isomer or geometry (same formula, charge and spin) at 38.82 kcal per mole.

Last column: Mulliken charge in e.
Atoms and positions in Å:
H (1.770461, 0.377345, 0.196694)  0.16
H (1.443622, 1.971620, -2.363622)  0.32
H (1.751634, -0.390561, -1.392519)  0.09
O (-0.008477, 0.545033, -0.825102)  -0.64
H (-1.390535, -0.875345, 3.017875)  0.29
H (3.554874, 0.977102, -2.511292)  0.25
C (-1.221712, -0.202809, 2.175155)  -0.82
C (1.980101, 1.727879, -1.446113)  -0.51
C (-2.050001, -1.722790, 0.600672)  -0.09
H (-0.330611, 0.392748, 2.372904)  0.26
N (3.409703, 1.644243, -1.763264)  -0.65
H (-1.905374, -2.206440, -0.386849)  0.32
H (3.933313, 1.295552, -0.965180)  0.24
N (-1.042828, -0.929382, 0.921627)  -0.39
C (1.365385, 0.475074, -0.825034)  -0.17
H (-2.088088, 0.470622, 2.141171)  0.24
O (-3.055157, -1.993858, 1.271749)  -0.70
H (1.831445, 2.575582, -0.782198)  0.28
H (-0.483485, -0.127766, -0.040137)  0.51

Atoms 1-2, force components in eV/Å:
0.11 -0.11 0.10
-0.06 -0.09 -0.07

Entry 6:
Formula: C4H11N2O2
Source: the OMol25 dataset
Level of theory: ωB97M-V/def2-TZVPD

As for the electronic energy: -418.98996 hartree. The value obtained for the LUMO energy is 4.2 eV. For the HOMO-LUMO gap, the calculation gives 0.2891 Eh. As for the charge: -1. As for the max |F|: 0.68 eV/A. The calculation puts the energy relative to the best compared isomer or geometry (same formula, charge and spin) at 63.43 kcal per mole.

Last column: Mulliken charge in e.
Atoms and positions in Å:
C (-0.288606, -0.737218, -1.975807)  -0.33
C (0.773933, -0.451024, -0.919983)  -0.59
H (-0.487963, 0.169710, -2.548961)  0.31
H (-1.222971, -1.026610, -1.482875)  0.19
N (0.143875, 2.302726, 2.007745)  -0.67
H (0.905961, -1.393366, -0.345896)  0.21
H (0.327998, -2.670071, -2.429409)  0.20
C (0.143918, -0.134606, 1.758390)  0.05
H (1.729784, -0.291068, -1.453949)  0.27
H (-1.611892, 1.049352, 1.644496)  0.17
H (0.358300, 2.361692, 1.022111)  0.31
H (-0.421277, -1.944127, -3.681757)  0.19
O (0.426715, 0.597329, -0.110303)  -0.61
H (-0.298017, 3.138807, 2.359660)  0.18
C (-0.658779, 1.097823, 2.176962)  -0.32
H (-0.852898, 0.983613, 3.252639)  0.36
O (-0.390607, -1.240032, 1.694413)  -0.68
H (1.226072, -0.029774, 1.930528)  0.36
N (0.196453, -1.783157, -2.898003)  -0.60

Atoms 1-2, force components in eV/Å:
0.03 -0.51 -0.24
-0.13 0.23 0.23

Entry 7:
Formula: C4H11N2O2
Source: the OMol25 dataset
Level of theory: ωB97M-V/def2-TZVPD

As for the electronic energy: -418.90130 hartree. The value obtained for the LUMO energy is 3.5 eV. For the HOMO-LUMO gap, the calculation gives 0.2176 Eh. As for the charge: -1. As for the SMILES: [O-]CNCCNCO. As for the max |F|: 4.14 eV/A. The calculation puts the energy relative to the best compared isomer or geometry (same formula, charge and spin) at 119.06 kcal per mole.

Last column: Mulliken charge in e.
Atoms and positions in Å:
N (1.191313, -0.441927, 1.302493)  -0.35
H (-0.988000, 1.044997, 0.640587)  0.29
H (-2.875540, 1.230089, -1.676054)  0.27
H (-1.700779, -1.638685, -0.158679)  0.44
H (-0.849275, -0.474134, -1.884688)  0.18
C (0.385136, -1.160606, 0.314631)  -0.34
H (1.650577, -1.103895, 1.836245)  0.24
H (0.900150, -1.051298, -0.677934)  0.32
O (3.186786, 0.349865, 0.286525)  -0.88
C (-1.156919, -0.917619, 0.361735)  -1.05
H (2.104378, 1.330815, 1.722281)  0.31
H (-1.344826, -0.938881, 1.470824)  0.42
H (0.488606, -2.317563, 0.396749)  0.32
C (2.037448, 0.691255, 0.784279)  -0.47
H (0.069050, 1.368446, -1.464131)  0.15
C (-1.010505, 0.698624, -1.427745)  -0.01
N (-1.549616, 0.494024, -0.085877)  -0.51
O (-2.023430, 1.388697, -2.033286)  -0.48
H (1.485443, 1.447796, 0.292045)  0.14

Atoms 1-2, force components in eV/Å:
-3.46 1.30 -1.87
-0.98 -0.50 -1.50

Entry 8:
Formula: C4H11N2O2
Source: the OMol25 dataset
Level of theory: ωB97M-V/def2-TZVPD

As for the electronic energy: -418.77923 hartree. The value obtained for the LUMO energy is -3.2 eV. For the HOMO-LUMO gap, the calculation gives 0.4210 Eh. As for the charge: +1. As for the SMILES: C[C@H](O)[C@@H]([NH3+])C(N)=O. As for the max |F|: 0.91 eV/A. The calculation puts the energy relative to the best compared isomer or geometry (same formula, charge and spin) at 12.92 kcal per mole.

Last column: Mulliken charge in e.
Atoms and positions in Å:
N (1.176641, -0.201128, 2.246654)  -0.30
H (0.168648, -1.514922, -2.034477)  0.36
H (-1.027120, -2.482944, -1.296988)  0.37
H (-0.042291, 2.228051, -0.085842)  0.35
O (1.359777, 1.905694, 1.405039)  -0.63
C (1.070859, 0.729791, 1.294363)  0.47
C (0.560105, 0.260651, -0.085533)  -0.21
H (-0.485702, 1.380233, -1.506888)  0.32
O (-1.787671, 0.235254, -0.036474)  -0.61
H (0.871183, -1.141849, 2.082740)  0.18
H (1.081866, 1.913723, -1.175026)  0.36
N (0.221936, 1.536533, -0.790325)  -0.28
H (-0.753105, -1.306567, 0.744954)  0.63
H (1.380087, -0.188885, -0.638253)  0.47
H (-1.543119, -1.007524, -2.049708)  0.35
C (-0.667522, -0.669674, -0.133260)  -0.05
H (1.677683, -0.018063, 3.097360)  0.28
C (-0.742162, -1.449478, -1.448233)  -1.39
H (-2.520093, -0.208890, 0.409894)  0.34

Atoms 1-2, force components in eV/Å:
0.01 -0.24 -0.26
0.26 0.33 0.05

Entry 9:
Formula: C4H11N2O2P
Source: the OMol25 dataset
Level of theory: ωB97M-V/def2-TZVPD

As for the electronic energy: -760.29683 hartree. The value obtained for the LUMO energy is 0.8 eV. For the HOMO-LUMO gap, the calculation gives 0.3793 Eh. As for the max |F|: 4.61 eV/A. The calculation puts the energy relative to the best compared isomer or geometry (same formula, charge and spin) at 70.59 kcal per mole.

Last column: Mulliken charge in e.
Atoms and positions in Å:
P (0.526349, 0.883886, 0.315818)  0.78
H (-2.740803, 0.207103, -1.611149)  0.40
O (2.518422, -0.304822, -0.824280)  -0.35
C (-1.101496, -0.289982, -0.272592)  0.30
O (0.084199, 2.123320, 1.025327)  -0.72
C (-1.659167, -0.631670, 1.035676)  -1.28
N (1.642517, 0.892197, -1.080740)  -0.26
H (-1.307766, 0.792776, -2.193481)  0.38
H (-2.415259, -1.412731, 0.894965)  0.42
C (-1.810580, 0.619929, -1.205811)  -1.47
H (-0.779295, -1.208739, -0.818146)  0.35
H (-2.015896, 1.604424, -0.739663)  0.33
H (-2.115233, 0.300259, 1.440055)  0.29
H (2.166305, 0.287043, 1.709353)  0.30
H (1.143314, -1.691746, -0.092082)  0.19
N (1.443331, -0.178694, 1.218646)  -0.35
H (-0.885165, -1.093834, 1.636773)  0.38
H (3.052990, -1.495697, 0.499358)  0.29
H (2.226390, 1.643575, -1.208599)  0.27
C (2.026848, -1.046600, 0.270565)  -0.23

Atoms 1-2, force components in eV/Å:
-1.85 -0.41 -1.21
-0.34 -0.11 0.67

Entry 10:
Formula: C4H11N2O3P
Source: the OMol25 dataset
Level of theory: ωB97M-V/def2-TZVPD

As for the electronic energy: -835.63325 hartree. The value obtained for the LUMO energy is 0.5 eV. For the HOMO-LUMO gap, the calculation gives 0.3578 Eh. As for the SMILES: C[P@](=O)(O)CNC(=O)CN. As for the max |F|: 4.46 eV/A. The calculation puts the energy relative to the best compared isomer or geometry (same formula, charge and spin) at 16.34 kcal per mole.

Last column: Mulliken charge in e.
Atoms and positions in Å:
H (0.551655, 0.919650, -3.971581)  0.27
C (-0.223307, 1.246261, -3.265290)  -1.01
H (0.083352, -1.532647, -1.249042)  0.43
C (-0.224814, -0.634386, 1.438753)  0.53
O (1.594006, 0.544234, -1.594538)  -0.75
H (-0.097114, 2.284923, -3.036583)  0.34
H (-0.410880, -1.229403, 3.626817)  0.26
H (-1.934273, 0.874435, -0.427142)  0.36
H (2.008502, -1.562537, 1.789323)  0.26
C (0.304058, -0.782474, 2.805827)  -0.34
H (1.223062, -2.633501, 2.796427)  0.22
N (-0.596798, 0.660104, 1.049665)  -0.23
H (-1.019077, 1.307662, 1.675830)  0.26
P (0.105719, 0.412009, -1.784111)  0.97
N (1.409015, -1.717441, 2.622481)  -0.56
O (-0.205753, -1.550390, 0.572530)  -0.71
H (-0.745951, 2.171700, -0.247357)  0.32
C (-0.863688, 1.071861, -0.335441)  -0.69
H (0.580698, 0.231972, 3.068530)  0.24
H (-1.245969, 1.062131, -3.521992)  0.37
O (-0.292443, -1.144163, -2.013107)  -0.52

Atoms 1-2, force components in eV/Å:
-0.55 -0.01 0.14
-0.89 0.11 -0.21